# C43H35KOP2S5

A molecular structure, C43H35KOP2S5 (ωB97M-V/def2-TZVPD, the Open Molecules 2025 dataset).

CARTESIAN COORDINATES (ANGSTROEM)
1 K -2.149 -1.512 -1.439
2 C 3.477 4.609 -1.118
3 C 2.236 4.330 -0.255
4 C 2.067 5.443 0.791
5 C 1.011 4.295 -1.143
6 C 0.667 5.432 -1.879
7 C -0.440 5.466 -2.695
8 C -1.242 4.335 -2.783
9 C -0.938 3.187 -2.075
10 P -2.065 1.748 -2.248
11 C -0.763 0.676 -3.083
12 C -0.719 1.090 -4.421
13 C 0.165 0.531 -5.325
14 C 1.015 -0.493 -4.928
15 C 0.972 -0.933 -3.619
16 C 0.099 -0.348 -2.707
17 C -2.557 1.705 -0.444
18 C -3.492 2.736 -0.278
19 C -4.011 3.034 0.969
20 C -3.643 2.281 2.077
21 C -2.753 1.235 1.922
22 C -2.213 0.957 0.672
23 C 0.202 3.178 -1.255
24 O 0.466 2.006 -0.583
25 C 1.547 1.922 0.265
26 C 1.761 0.705 0.928
27 C 2.860 0.604 1.776
28 C 3.721 1.662 1.988
29 C 3.483 2.846 1.321
30 C 2.408 3.002 0.452
31 P 0.745 -0.810 0.739
32 C 0.070 -1.118 2.401
33 C 0.233 -0.271 3.492
34 C -0.421 -0.536 4.688
35 C -1.248 -1.642 4.802
36 C -1.427 -2.485 3.712
37 C -0.779 -2.221 2.517
38 C 2.067 -2.053 0.530
39 C 2.937 -1.875 -0.548
40 C 3.927 -2.803 -0.817
41 C 4.055 -3.932 -0.016
42 C 3.191 -4.118 1.050
43 C 2.202 -3.183 1.325
44 H 3.378 5.558 -1.642
45 H 3.614 3.821 -1.859
46 H 4.376 4.661 -0.507
47 H 1.939 6.411 0.310
48 H 2.941 5.510 1.438
49 H 1.194 5.253 1.415
50 H 1.291 6.312 -1.804
51 H -0.685 6.357 -3.254
52 H -2.123 4.342 -3.412
53 H -1.390 1.871 -4.764
54 H 0.174 0.885 -6.347
55 H 1.693 -0.948 -5.637
56 H 1.615 -1.738 -3.287
57 H 0.130 -0.699 -1.686
58 H -3.812 3.320 -1.134
59 H -4.719 3.845 1.069
60 H -4.061 2.502 3.050
61 H -2.462 0.621 2.766
62 H -1.504 0.148 0.604
63 H 3.046 -0.339 2.277
64 H 4.566 1.561 2.652
65 H 4.156 3.680 1.469
66 H 0.864 0.605 3.414
67 H -0.286 0.131 5.529
68 H -1.762 -1.841 5.733
69 H -2.087 -3.340 3.779
70 H -0.963 -2.877 1.672
71 H 2.857 -0.988 -1.168
72 H 4.600 -2.644 -1.648
73 H 4.824 -4.662 -0.228
74 H 3.283 -4.995 1.675
75 H 1.539 -3.346 2.165
76 C -2.560 -6.804 2.327
77 S -1.886 -7.192 0.699
78 C -3.213 -6.665 -0.311
79 C -3.549 -5.391 -0.593
80 S -2.790 -3.922 -0.065
81 S -4.940 -5.231 -1.635
82 C -5.256 -6.903 -1.937
83 S -6.534 -7.447 -2.826
84 S -4.202 -7.913 -1.032
85 H -1.772 -7.015 3.047
86 H -3.426 -7.422 2.557
87 H -2.823 -5.749 2.374

The calculation puts the HOMO-LUMO gap at 6.701 eV. The strongest force on any atom is 0.7 eV Å⁻¹. For the total energy, the calculation gives -136286.2510 eV. For the HOMO energy, the calculation gives -6.634 eV. The value obtained for the LUMO energy is 0.07 eV. As for the spin multiplicity: 1. As for the energy above the lowest of the compared OMol25 structures with the same formula, charge and spin: 68.75 kJ/mol.

Here are the Mulliken charges for atoms 1 to 4, given in e:
1. K 1.041
2. C -1.733
3. C 1.583
4. C -1.751

# C43H35N10O4S3Ti

A molecular structure, C43H35N10O4S3Ti (ωB97M-V/def2-TZVPD, the Open Molecules 2025 dataset).

CARTESIAN COORDINATES (ANGSTROEM)
1 Ti 0.593 -0.548 0.360
2 O 5.566 3.083 -3.215
3 N 6.080 2.294 -2.449
4 O 7.254 2.046 -2.350
5 C 5.165 1.581 -1.526
6 C 5.657 1.264 -0.313
7 C 4.826 0.620 0.656
8 C 5.266 0.265 1.943
9 C 4.390 -0.361 2.797
10 C 3.090 -0.632 2.365
11 N 2.649 -0.306 1.157
12 C 3.506 0.322 0.312
13 C 3.003 0.664 -0.982
14 N 1.696 0.338 -1.219
15 C 1.179 0.614 -2.413
16 C 1.948 1.180 -3.435
17 C 3.250 1.522 -3.207
18 C 3.815 1.285 -1.926
19 H 6.687 1.497 -0.076
20 H 6.282 0.480 2.249
21 H 4.694 -0.656 3.792
22 H 2.401 -1.156 3.016
23 H 0.136 0.380 -2.573
24 H 1.489 1.368 -4.394
25 H 3.839 1.987 -3.982
26 N -0.677 -0.476 4.411
27 C -1.435 -1.652 4.724
28 C -2.299 -1.639 5.801
29 C -3.066 -2.768 6.074
30 C -2.989 -3.880 5.251
31 C -2.139 -3.877 4.148
32 C -1.348 -2.770 3.906
33 S -0.159 -2.792 2.598
34 N -0.005 -1.111 2.274
35 C -0.199 -0.204 3.199
36 C 0.124 1.192 2.812
37 C -0.061 2.292 3.622
38 C 0.247 3.554 3.122
39 C 0.723 3.665 1.832
40 C 0.888 2.510 1.079
41 N 0.599 1.304 1.557
42 H -0.779 0.287 5.063
43 H -2.373 -0.762 6.433
44 H -3.724 -2.768 6.932
45 H -3.586 -4.756 5.463
46 H -2.078 -4.741 3.498
47 H -0.448 2.206 4.628
48 H 0.102 4.432 3.738
49 H 0.951 4.625 1.391
50 H 1.244 2.571 0.060
51 O -2.206 -0.096 -2.131
52 S -1.929 -0.492 -0.793
53 O -1.206 0.484 0.091
54 N -0.735 -1.563 -0.660
55 C -0.581 -2.815 -1.260
56 C -1.460 -3.499 -2.053
57 C -1.092 -4.767 -2.552
58 C 0.124 -5.314 -2.255
59 C 1.045 -4.610 -1.439
60 C 2.321 -5.094 -1.085
61 C 3.130 -4.319 -0.297
62 C 2.683 -3.068 0.138
63 N 1.491 -2.563 -0.163
64 C 0.679 -3.348 -0.948
65 C -3.373 -1.053 -0.014
66 C -4.487 -1.322 -0.801
67 C -5.625 -1.814 -0.182
68 C -5.636 -2.027 1.190
69 C -4.513 -1.746 1.965
70 C -3.371 -1.253 1.365
71 H -2.425 -3.075 -2.300
72 H -1.787 -5.307 -3.180
73 H 0.402 -6.286 -2.640
74 H 2.649 -6.064 -1.437
75 H 4.115 -4.653 -0.002
76 H 3.339 -2.473 0.754
77 H -4.464 -1.136 -1.867
78 H -6.507 -2.024 -0.771
79 H -6.530 -2.409 1.664
80 H -4.533 -1.905 3.035
81 H -2.494 -1.009 1.947
82 S -0.254 3.338 -1.776
83 C -1.088 4.103 -3.065
84 N -2.151 3.529 -3.626
85 C -2.940 4.132 -4.703
86 C -2.834 5.645 -4.614
87 C -1.370 6.045 -4.572
88 N -0.691 5.291 -3.515
89 H -2.427 2.641 -3.243
90 H -3.972 3.807 -4.588
91 H -2.580 3.778 -5.672
92 H -3.340 5.997 -3.714
93 H -3.317 6.100 -5.476
94 H -1.263 7.105 -4.351
95 H -0.889 5.853 -5.534
96 H 0.120 5.685 -3.070

The calculation puts the HOMO-LUMO gap at 5.209 eV. The strongest force on any atom is 0.5 eV Å⁻¹. For the total energy, the calculation gives -123851.3574 eV. The total charge is +3. For the HOMO energy, the calculation gives -14.424 eV. The value obtained for the LUMO energy is -9.21 eV. As for the spin multiplicity: 1. As for the energy above the lowest of the compared OMol25 structures with the same formula, charge and spin: 0.00 kJ/mol.

Here are the Mulliken charges for atoms 1 to 4, given in e:
1. Ti -1.126
2. O -0.558
3. N 0.980
4. O -0.535